74
Properties=species:S:1:pos:R:3 method="wB97M-V/def2-TZVPD" homo_lumo_gap_ev="4.80 / 7.47" total_charge=-1 fmax_ev_per_a=5.366 spin_multiplicity=3 molar_mass_g_mol=831.34 homo_energy_ev="-3.09 / -6.10"
Mo 0.10002 -0.38557 0.14128
C -4.15474 0.22079 0.26212
C -3.49983 0.56647 1.59130
N -2.22567 1.27541 1.46693
C -2.39824 2.68501 1.09283
C -2.40787 2.94585 -0.40902
C -1.51088 1.18765 2.74134
C -0.86303 -0.19423 2.98609
N -0.90533 -1.01710 1.79291
C -1.01886 -2.35952 2.01533
C -1.90723 -3.12913 1.22933
F -2.72217 -2.46304 0.38011
C -2.03001 -4.49811 1.34948
F -2.91140 -5.16287 0.58519
C -1.29286 -5.19934 2.29393
C -0.47656 -4.46375 3.13179
F 0.22004 -5.11119 4.08772
C -0.35426 -3.08977 3.02662
F 0.47071 -2.46287 3.89914
H -4.97291 -0.47728 0.42892
H -3.42594 -0.25923 -0.38702
H -4.55369 1.09693 -0.23788
H -3.29435 -0.37325 2.10620
H -4.20476 1.15028 2.21436
H -1.55053 3.24671 1.49347
H -3.31204 3.10243 1.55024
H -1.54911 2.45955 -0.86628
H -2.32368 4.01481 -0.59254
H -3.30624 2.59123 -0.90121
H -2.19528 1.42456 3.57473
H -0.71662 1.93366 2.73558
H -1.39329 -0.70852 3.79657
H 0.17388 -0.03670 3.30981
H -1.35934 -6.26830 2.37992
O 1.30832 3.48454 0.89949
C 1.05511 2.48871 0.24781
O 0.35621 1.50211 0.69225
C 1.50884 2.34456 -1.19286
C 2.12684 3.39677 -1.84672
C 2.46540 3.24758 -3.21056
C 2.14418 2.09578 -3.91151
C 1.53028 1.03894 -3.25023
C 1.24125 1.16439 -1.87118
N 1.15814 -0.12692 -3.93205
O 1.22236 -0.15414 -5.16995
O 0.73343 -1.08045 -3.24388
N 3.12843 4.29925 -3.88319
O 3.38211 4.16364 -5.08143
O 3.42528 5.30438 -3.23699
H 2.34069 4.31897 -1.33359
H 2.37352 2.02683 -4.96535
H 0.77617 0.28379 -1.37014
Cl -1.87276 0.26816 -2.50837
C -1.97823 1.39081 -3.89457
Cl -1.12463 2.91527 -3.59627
H -3.02800 1.61806 -4.07188
H -1.51419 0.91175 -4.75514
Se -0.70083 -4.33628 -2.40395
C -0.55031 -2.88735 -1.52197
N -0.46256 -1.91816 -0.84084
C 3.82826 -1.34200 -0.29878
C 2.96815 -1.31000 0.97975
C 3.56576 -0.30655 1.98562
C 2.91361 -2.72186 1.60217
N 1.67876 -0.91351 0.62034
H 4.84916 -1.63522 -0.06908
H 3.83572 -0.35557 -0.75723
H 3.38880 -2.04831 -0.99871
H 4.59300 -0.57255 2.22310
H 2.97773 -0.30794 2.90076
H 3.54767 0.69633 1.56240
H 3.88961 -3.19897 1.55480
H 2.19790 -3.32171 1.03981
H 2.59290 -2.66472 2.63881